308
Properties=species:S:1:pos:R:3:forces:R:3:lowdin_charge:R:1 method="wB97M-V/def2-TZVPD" multiplicity=1 homo_energy_ev=-8.12 charge=0 e_above_lowest_kcal_mol=0.0
C -1.55790 0.86360 -2.64971 -0.72 -0.88 -0.72 -0.04
C -0.43512 0.11792 -1.90986 -1.94 0.82 0.99 -0.39
C -0.50204 0.43698 -0.42355 0.93 2.19 0.01 -0.18
O -0.36411 1.81989 -0.05087 0.19 -0.43 -1.03 -0.20
C -0.41591 1.92847 1.33564 -0.78 -0.14 0.69 -0.14
N -0.77101 -1.31516 -1.81845 1.01 -0.35 -1.81 0.07
H -2.55884 0.73276 -2.15708 0.84 -0.16 -0.42 0.08
H -1.56635 0.39994 -3.67837 -0.40 0.59 0.77 0.08
H -1.41070 1.93927 -2.76206 0.38 -0.01 0.06 0.06
H 0.46567 0.40878 -2.45580 0.57 -0.45 0.65 0.11
H 0.27954 -0.06542 0.10688 0.69 -0.79 0.40 0.11
H -1.44523 0.17027 -0.00115 -0.94 -0.89 -0.04 0.10
H -0.44406 2.99082 1.50889 0.06 0.45 0.39 0.05
H 0.47908 1.49816 1.84548 -0.75 0.02 -0.22 0.09
H -1.38779 1.50299 1.77005 1.30 0.24 -0.42 0.10
H -0.26244 -1.69033 -1.02565 0.00 -0.23 0.07 0.05
H -0.32075 -1.77676 -2.63015 -0.41 0.13 0.41 0.06
C -6.65677 3.14924 -5.38185 1.82 0.30 0.68 -0.03
C -5.08460 3.11376 -5.32884 -1.27 0.71 -1.20 -0.45
C -4.48495 4.08566 -4.34839 -0.96 0.38 1.54 -0.21
O -4.92794 5.41349 -4.64752 0.42 0.44 0.33 -0.20
C -3.88718 6.40996 -4.56996 -0.50 -0.70 -1.45 -0.08
N -4.61238 1.76969 -5.16003 0.39 -0.73 0.20 0.06
H -6.93311 4.20450 -5.29004 -0.35 -0.32 -0.44 0.07
H -7.06548 2.60803 -4.54027 -0.09 -0.15 0.53 0.06
H -6.99570 2.62177 -6.25902 -0.20 0.26 -0.47 0.07
H -4.74493 3.53632 -6.30185 -0.15 -0.59 0.18 0.14
H -3.40156 4.03358 -4.46910 0.21 -0.09 0.42 0.11
H -4.83272 3.79690 -3.28716 0.83 0.43 -1.17 0.14
H -3.42699 6.48579 -3.61159 0.17 -0.06 1.03 0.06
H -4.29200 7.39002 -4.86872 -0.06 -0.52 0.12 0.09
H -3.10899 6.11198 -5.29110 -0.03 0.30 0.10 0.08
H -5.08866 1.27680 -4.39785 0.23 0.33 -0.30 0.06
H -3.60080 1.73769 -5.00471 -0.42 -0.08 0.05 0.07
C -1.92641 -2.08339 2.71945 0.29 2.55 -1.01 -0.03
C -3.06972 -1.18864 3.22669 0.57 1.41 -1.16 -0.43
C -4.31204 -1.15753 2.25376 0.21 0.47 2.57 -0.23
O -4.07746 -0.74311 0.97885 0.55 0.53 -1.99 -0.19
C -4.31878 0.65595 0.75875 0.90 -0.64 -0.28 -0.06
N -3.40681 -1.54611 4.57168 -0.65 -1.66 0.59 0.04
H -2.24025 -3.07544 2.75799 -0.22 -1.99 0.17 0.05
H -0.98091 -1.88067 3.25507 -0.57 -0.32 -0.01 0.08
H -1.74290 -1.82853 1.64618 -0.11 -0.22 0.77 0.06
H -2.66356 -0.15965 3.27196 -0.16 -0.19 -0.14 0.12
H -5.03013 -0.46465 2.71892 -0.06 -0.21 0.20 0.11
H -4.76384 -2.14084 2.27497 -0.13 -0.61 -0.27 0.11
H -5.35265 0.84238 0.99081 -0.40 0.57 0.80 0.09
H -4.27937 0.85891 -0.31833 0.62 -0.16 0.33 0.05
H -3.54751 1.25667 1.30194 -0.97 -0.11 -0.33 0.09
H -3.99301 -0.90239 5.09938 -0.02 -0.06 -0.57 0.07
H -3.87011 -2.47585 4.51905 0.31 0.88 0.54 0.09
C 2.27940 2.73604 -4.00495 1.08 2.39 -1.39 -0.05
C 3.29450 2.36827 -2.98672 -0.88 -2.08 0.04 -0.38
C 3.03630 2.85526 -1.59497 -2.82 0.36 -0.37 -0.21
O 3.05438 4.25746 -1.52197 -0.02 0.79 0.33 -0.17
C 2.66250 4.79549 -0.24549 -0.72 0.75 -2.10 -0.08
N 3.10953 0.87564 -2.94503 0.37 0.40 0.46 0.07
H 1.33410 2.44757 -3.69832 -2.00 -0.65 0.74 0.05
H 2.49624 2.20633 -4.93570 0.02 0.18 -0.12 0.08
H 2.21860 3.83189 -4.20718 0.24 -0.72 0.07 0.09
H 4.27058 2.65715 -3.27838 1.24 0.31 -0.46 0.13
H 3.73028 2.42225 -0.94326 1.23 -0.66 1.24 0.09
H 1.99984 2.49108 -1.32288 0.84 0.15 0.02 0.14
H 3.40982 4.65163 0.47464 1.27 -0.34 1.19 0.07
H 1.74091 4.32242 0.10861 -0.05 0.09 -0.22 0.06
H 2.53915 5.90571 -0.40826 -0.09 -1.19 0.22 0.11
H 3.28500 0.46294 -3.85217 0.17 0.24 -0.27 0.04
H 3.74016 0.41383 -2.30815 0.07 -0.06 0.43 0.04
C 10.65334 -2.73643 -0.17823 1.30 0.07 0.85 -0.13
O 9.37831 -2.26221 0.08364 -0.78 -0.73 -0.74 -0.18
C 9.39075 -1.27835 1.04175 -1.05 -0.16 2.09 -0.27
C 8.00634 -0.70688 1.25233 -0.35 1.77 0.77 -0.22
N 7.06815 -1.59797 1.87457 1.48 -1.54 -0.67 -0.09
C 5.78931 -1.02180 2.06825 -1.51 -0.44 0.97 -0.21
C 5.02267 -1.98850 3.05920 1.69 1.35 -0.82 -0.22
O 3.68667 -1.61086 3.26807 -0.44 -1.42 0.61 -0.22
C 3.02741 -2.72362 3.92072 -1.03 0.72 -0.31 -0.08
H 10.64927 -3.55916 -0.88947 -0.30 0.23 -0.25 0.08
H 11.09227 -3.16459 0.76938 -0.06 0.51 -0.73 0.10
H 11.26752 -1.87574 -0.54165 0.03 -0.81 0.15 0.10
H 10.02150 -0.45576 0.78882 0.87 0.64 -0.38 0.11
H 9.73838 -1.67830 2.05562 -0.12 0.28 -1.02 0.14
H 7.53460 -0.38059 0.31310 0.48 0.03 0.06 0.11
H 8.12152 0.27147 1.89981 -0.03 -1.36 -1.01 0.15
H 7.49688 -2.03240 2.69754 -0.58 0.35 -0.18 0.13
H 5.15120 -0.98425 1.15555 0.81 0.07 0.21 0.10
H 5.99278 0.00392 2.40871 -1.00 0.14 0.42 0.11
H 5.54912 -1.92816 4.01566 0.14 -0.30 0.18 0.12
H 5.20168 -2.99597 2.60179 -0.70 0.47 0.41 0.13
H 3.46030 -3.06240 4.86675 0.34 0.52 0.04 0.09
H 3.06129 -3.56557 3.25408 -0.01 -0.58 -0.46 0.07
H 1.95091 -2.49438 4.09452 0.85 0.21 -0.16 0.09
C -6.41291 1.22600 5.13807 0.41 -2.51 1.43 -0.14
O -5.49426 1.57133 4.17949 0.42 0.08 -1.03 -0.21
C -5.31346 2.96648 4.03772 -0.97 0.19 -3.10 -0.25
C -4.26401 3.57733 4.88309 0.77 -1.27 -0.21 -0.17
N -2.91157 3.09625 4.45359 -2.84 1.11 -0.20 -0.01
C -1.79659 3.56629 5.17914 -0.35 1.55 -0.44 -0.25
C -0.64317 2.93353 4.56686 1.17 -1.94 -0.21 -0.20
O -0.71983 1.47842 4.48521 -0.67 0.48 0.06 -0.19
C -0.72187 0.75726 5.69860 -2.36 -0.60 0.15 -0.11
H -7.21804 1.88916 5.20023 -1.06 1.69 0.43 0.06
H -5.84086 1.11382 6.09224 -1.05 0.01 -0.14 0.10
H -6.97773 0.27403 4.91459 1.20 0.46 -0.05 0.10
H -6.30560 3.49303 4.09547 0.78 -0.37 0.31 0.14
H -4.99894 3.05212 2.97265 -0.16 0.21 0.44 0.12
H -4.55085 3.15380 5.83457 0.38 0.59 1.26 0.11
H -4.43073 4.66392 4.81753 0.69 -0.29 0.29 0.13
H -2.88453 2.09919 4.24629 -0.08 0.32 0.32 0.11
H -1.72319 3.36223 6.22100 -0.61 -0.38 1.42 0.10
H -1.68575 4.69488 5.12446 -0.15 -1.17 -0.19 0.14
H 0.18958 3.18421 5.14430 1.80 0.38 0.85 0.09
H -0.47248 3.23051 3.56620 0.03 0.36 -0.96 0.08
H 0.23342 0.76870 6.15082 1.26 -0.54 0.31 0.05
H -1.22868 -0.23696 5.54652 1.36 0.49 -0.43 0.09
H -1.41605 1.07705 6.50036 0.06 0.98 -0.37 0.09
C -2.43162 -3.57819 -0.68262 -2.31 0.89 1.06 -0.08
O -3.42246 -4.43858 0.00351 0.61 1.34 -1.05 -0.20
C -4.76958 -3.97649 -0.25913 0.46 -0.79 -0.05 -0.23
C -5.64767 -4.96081 0.48254 -0.38 0.34 0.87 -0.20
N -7.05447 -4.55333 0.41437 -0.12 -0.87 -1.10 -0.07
C -7.66718 -3.55406 1.26005 2.64 0.38 -0.04 -0.19
C -7.60802 -3.88697 2.73904 -0.33 0.93 0.74 -0.23
O -8.66965 -4.70897 3.10782 -1.72 0.26 -1.49 -0.19
C -8.71342 -5.37267 4.32170 0.17 -0.50 -0.18 -0.12
H -1.47946 -4.05957 -0.67110 0.59 -0.49 0.05 0.06
H -2.36087 -2.57485 -0.15585 -0.17 -1.20 -0.68 0.07
H -2.78703 -3.38723 -1.71062 0.31 -0.12 0.34 0.06
H -5.03564 -4.09450 -1.33013 0.41 0.73 0.34 0.12
H -4.92059 -2.94469 0.14776 0.16 -0.59 -0.64 0.10
H -5.30129 -4.89628 1.52000 0.20 -0.56 0.18 0.09
H -5.47474 -6.00449 0.09274 -0.43 1.12 0.40 0.14
H -7.68714 -5.31948 0.43494 -0.07 -0.96 -0.28 0.09
H -8.64043 -3.46097 0.84650 -1.09 0.51 0.19 0.11
H -7.07281 -2.62997 1.07788 -0.67 -0.14 0.34 0.11
H -7.62711 -2.96101 3.34056 -0.02 -0.04 -0.03 0.12
H -6.66747 -4.36588 2.93695 0.75 -0.36 0.19 0.10
H -8.16709 -6.29654 4.16907 0.19 -0.48 0.60 0.09
H -9.74746 -5.60094 4.61712 0.21 0.12 -0.42 0.09
H -8.28626 -4.79361 5.11199 0.52 0.43 0.72 0.07
C 5.24836 0.92998 -6.53618 -0.01 -0.99 -0.31 -0.11
O 4.74478 -0.06699 -5.70458 -0.14 -1.62 1.05 -0.24
C 5.49502 -1.29330 -5.73102 -0.76 0.33 1.55 -0.18
C 5.32734 -2.09306 -4.37987 -0.15 2.25 0.30 -0.13
N 5.86465 -1.26526 -3.22252 1.32 -1.77 -1.06 -0.03
C 6.15056 -2.01397 -1.98298 0.11 -0.41 -1.56 -0.19
C 4.93991 -2.54594 -1.27540 0.23 -0.41 1.76 -0.23
O 4.02675 -1.45881 -1.10865 0.54 -0.80 -0.82 -0.22
C 2.92513 -1.86282 -0.31501 0.64 1.28 0.77 -0.06
H 4.59441 1.74457 -6.31155 -0.08 0.97 -0.45 0.08
H 5.21636 0.59119 -7.58921 -0.08 0.49 0.18 0.10
H 6.27311 1.11668 -6.25411 0.50 0.51 -0.05 0.09
H 6.54338 -1.06263 -5.92408 0.17 -0.11 0.22 0.12
H 5.10877 -1.89405 -6.53200 -0.15 -0.53 -0.65 0.10
H 5.82239 -3.05704 -4.57745 -0.04 0.29 0.74 0.12
H 4.25947 -2.21761 -4.10811 0.31 -0.50 -0.89 0.09
H 5.20056 -0.55579 -3.03142 -0.60 0.67 0.04 0.04
H 6.71466 -1.39741 -1.30519 0.14 0.46 0.19 0.09
H 6.83089 -2.82629 -2.27440 -0.20 0.04 0.26 0.11
H 5.26297 -2.92147 -0.24919 -0.23 0.49 -0.85 0.12
H 4.47301 -3.45141 -1.70218 -0.09 0.50 -0.41 0.11
H 3.12674 -1.41427 0.68710 -0.94 -0.16 -0.46 0.08
H 2.95426 -2.91703 -0.18452 -0.38 -1.09 0.02 0.05
H 2.01695 -1.53370 -0.82021 -0.12 0.08 0.38 0.08
C 0.67043 -8.33998 -2.25566 0.31 0.84 -0.02 -0.10
O 0.93679 -7.01434 -1.83297 0.70 0.03 0.65 -0.20
C 0.83683 -6.91145 -0.41294 -0.77 -0.43 -0.88 -0.24
C 1.50516 -5.68655 0.07348 0.55 1.36 0.25 -0.22
N 2.95074 -5.52884 -0.19197 -0.55 -1.47 2.27 -0.01
C 3.68050 -6.72081 0.35508 0.06 0.91 -1.47 -0.19
C 5.15672 -6.45694 0.25723 0.41 1.30 2.03 -0.27
O 5.58495 -6.19547 -1.04025 0.17 0.37 -0.83 -0.18
C 6.83805 -5.50656 -1.07672 -0.98 0.33 0.43 -0.09
H -0.38477 -8.45227 -2.09227 -0.78 -0.74 -0.46 0.08
H 1.18720 -9.10183 -1.64565 0.13 0.26 -0.30 0.09
H 0.98260 -8.35761 -3.30908 -0.36 -0.43 0.34 0.10
H 1.32914 -7.78968 -0.00442 -0.26 -0.32 0.42 0.10
H -0.23662 -6.84337 -0.10220 0.60 -0.40 -0.13 0.14
H 1.34820 -5.67475 1.15931 0.03 0.26 -0.06 0.12
H 1.00273 -4.82362 -0.37434 0.01 0.05 0.17 0.10
H 3.05073 -5.56228 -1.16174 0.34 0.10 -2.01 0.07
H 3.48662 -7.62920 -0.20498 -0.51 -0.39 0.01 0.11
H 3.39089 -6.79781 1.39309 0.03 -0.38 0.32 0.12
H 5.78538 -7.26137 0.67520 -0.32 0.06 0.17 0.13
H 5.22509 -5.54636 0.94559 0.72 -0.68 -0.90 0.13
H 6.71626 -4.52583 -0.57824 0.23 -0.23 -0.53 0.08
H 7.21285 -5.45937 -2.09484 -0.42 0.29 -0.17 0.09
H 7.58337 -6.03394 -0.52801 0.66 -0.69 0.70 0.07
C -7.84369 -0.14932 -2.36672 0.09 -0.49 1.47 -0.11
O -6.72453 -0.52447 -3.12946 -0.94 0.45 -0.73 -0.18
C -5.59005 -0.78407 -2.36240 0.69 0.50 0.97 -0.22
C -4.50332 -1.38678 -3.24963 -0.55 -0.69 0.58 -0.19
N -4.84958 -2.71860 -3.73221 -0.69 -0.52 0.17 -0.04
C -3.80383 -3.30297 -4.54797 0.37 0.83 -0.30 -0.24
C -4.24481 -4.60479 -5.15673 1.31 -1.95 0.79 -0.26
O -5.44477 -4.55311 -5.87631 0.59 1.13 -0.44 -0.17
C -5.18196 -3.89027 -7.11602 -0.95 0.60 0.25 -0.10
H -7.69978 0.78016 -1.78398 0.46 -0.46 0.18 0.08
H -8.21044 -0.98673 -1.71406 0.67 0.62 -0.13 0.10
H -8.69578 0.09065 -2.94061 -0.65 0.07 -1.50 0.06
H -5.87409 -1.46631 -1.53826 0.36 0.06 -0.21 0.12
H -5.21676 0.18476 -1.87318 -0.34 -1.10 -0.71 0.11
H -3.60557 -1.51212 -2.63712 0.13 0.38 -0.17 0.10
H -4.33368 -0.74868 -4.10838 0.42 0.64 -0.16 0.10
H -5.68702 -2.68948 -4.33528 0.44 0.09 0.64 0.13
H -2.83772 -3.50742 -4.02950 -0.83 0.34 0.10 0.10
H -3.57292 -2.55163 -5.33472 0.36 -0.43 -0.11 0.10
H -4.37339 -5.39389 -4.35601 -0.04 0.96 -0.67 0.14
H -3.36577 -4.98905 -5.79022 -1.16 0.41 0.43 0.14
H -4.90097 -2.80058 -7.13008 0.01 -0.93 0.75 0.10
H -6.11033 -3.92182 -7.65228 -0.41 -0.23 -0.50 0.08
H -4.42997 -4.47226 -7.59513 0.69 -0.24 -0.86 0.07
C -6.01904 3.54556 -0.57652 -0.71 -0.28 1.11 -0.12
O -4.65109 3.58077 -0.30070 0.40 -1.21 -0.64 -0.20
C -4.05581 4.78132 0.07570 -2.16 1.55 1.32 -0.24
C -2.57659 4.74615 -0.06641 0.27 0.36 0.07 -0.20
N -2.16699 5.18663 -1.39854 0.69 -0.56 -0.14 -0.03
C -0.69599 5.15387 -1.50097 -0.51 1.26 -1.63 -0.18
C -0.23691 5.67301 -2.90455 0.77 -0.53 1.19 -0.19
O -0.48864 4.66683 -3.89505 -0.21 0.69 1.60 -0.21
C -0.23423 5.14612 -5.16692 0.15 -0.70 -0.82 -0.15
H -6.68639 3.76841 0.30169 0.73 -0.27 -0.29 0.10
H -6.22407 2.53665 -0.92577 -0.10 -0.14 0.12 0.06
H -6.36954 4.20472 -1.34316 0.24 0.81 -0.79 0.07
H -4.39141 5.00741 1.11824 0.56 -0.23 -0.16 0.12
H -4.53796 5.60037 -0.47643 0.47 0.08 -0.38 0.13
H -2.27798 3.74028 0.22870 0.35 -0.36 -0.27 0.11
H -2.07733 5.41455 0.65531 -0.42 -0.04 -0.16 0.11
H -2.48268 4.50498 -2.08680 -0.31 0.06 0.08 0.09
H -0.33177 4.14750 -1.37006 0.55 -0.41 0.34 0.10
H -0.31089 5.86498 -0.76084 0.18 -0.31 0.05 0.11
H 0.86033 5.88865 -2.85860 -0.52 -0.34 -0.06 0.12
H -0.70459 6.65013 -3.11482 -0.33 -0.44 -0.23 0.12
H -0.80876 6.03561 -5.35257 -0.22 0.64 -0.29 0.07
H -0.55158 4.35902 -5.84518 -0.09 0.00 -0.27 0.09
H 0.82546 5.32511 -5.37323 0.12 0.18 0.23 0.08
C -0.35833 -4.42071 -3.60303 -1.15 -1.75 -0.13 -0.15
O 0.79790 -4.13960 -2.94790 1.72 1.20 0.63 -0.19
C 1.87155 -3.85104 -3.83158 1.06 0.11 -0.20 -0.18
C 1.66917 -2.87827 -5.02344 0.09 -1.14 0.33 -0.24
N 1.28934 -1.61692 -4.47321 -0.52 0.16 -0.31 -0.05
C 0.95774 -0.53623 -5.44430 -0.61 -2.91 1.05 -0.14
C -0.36669 -0.92267 -6.15874 0.29 1.75 -0.58 -0.18
O -0.86964 0.33556 -6.64924 0.56 -0.04 -1.14 -0.22
C -1.97748 0.27355 -7.55298 -1.07 0.61 2.42 -0.10
H -0.17550 -5.34971 -4.14242 -0.55 -0.49 -0.32 0.10
H -0.55656 -3.67436 -4.33506 -0.75 0.86 -0.53 0.06
H -1.19716 -4.57353 -2.88362 0.73 0.26 -0.58 0.09
H 2.44985 -4.75589 -4.15174 -0.80 0.26 0.12 0.14
H 2.55238 -3.28460 -3.20474 0.42 -0.09 0.37 0.09
H 1.03814 -3.25570 -5.81086 -1.04 -0.07 0.04 0.10
H 2.60043 -2.83564 -5.58264 0.85 -0.03 0.12 0.10
H 2.04321 -1.39633 -3.82820 -0.29 0.80 -0.02 0.09
H 1.80824 -0.31922 -6.05863 0.27 0.15 -1.01 0.11
H 0.78550 0.26810 -4.80413 -0.53 1.77 0.63 0.07
H -1.14411 -1.25931 -5.48702 0.16 -0.69 0.69 0.10
H -0.23355 -1.66732 -6.96620 0.01 0.36 0.15 0.12
H -2.89304 0.16709 -6.90139 0.43 0.24 -0.74 0.08
H -1.97838 -0.60061 -8.15886 0.40 -0.61 -0.96 0.06
H -2.06992 1.22741 -8.10712 0.31 -0.68 0.20 0.09
C 0.50445 5.72337 2.30315 -0.88 0.68 -0.20 -0.14
O 1.04887 5.63726 3.58053 0.71 0.04 0.34 -0.20
C 0.50783 6.69300 4.39840 0.54 -0.77 -0.87 -0.18
C 1.28892 6.76566 5.70066 -0.34 -0.61 -1.78 -0.20
N 1.15306 5.49900 6.36067 0.62 -0.06 1.91 -0.04
C 1.91943 5.56409 7.62902 -0.58 0.64 -0.25 -0.20
C 1.71359 4.31036 8.42167 0.50 -1.15 -0.59 -0.19
O 2.22507 3.21696 7.59581 -0.51 0.40 0.66 -0.21
C 1.92647 1.94885 8.14141 -0.76 -0.17 -0.22 -0.12
H 0.75215 4.91810 1.66268 -0.07 -1.70 0.20 0.03
H 0.94580 6.48789 1.67361 0.00 1.21 0.32 0.09
H -0.59622 5.86392 2.37927 0.46 -0.15 -0.36 0.10
H -0.51248 6.37976 4.53279 -0.76 0.30 0.63 0.10
H 0.51006 7.57262 3.76048 0.17 0.64 0.41 0.12
H 0.85357 7.52169 6.32710 -0.04 0.57 0.30 0.12
H 2.33560 6.97873 5.45970 0.09 0.40 0.09 0.13
H 1.57694 4.75891 5.85159 0.19 -0.55 -1.00 0.06
H 1.43931 6.41868 8.11269 0.38 -0.10 0.64 0.12
H 3.00333 5.80010 7.50869 -0.53 -0.22 -0.13 0.13
H 0.66378 4.16468 8.63613 -0.56 -0.17 -0.28 0.12
H 2.19410 4.28169 9.39812 0.48 0.24 0.04 0.12
H 2.23380 1.15301 7.46969 0.41 0.18 -0.29 0.07
H 0.83157 1.77944 8.22674 0.40 0.37 0.35 0.09
H 2.43276 1.78123 9.08912 -0.06 0.08 0.32 0.09
C 3.42256 1.39690 1.67366 -2.27 -1.20 0.02 -0.14
O 4.03163 2.37194 2.41161 1.57 1.61 0.79 -0.18
C 3.23890 2.82384 3.49027 -0.66 0.45 0.08 -0.19
C 4.05777 3.41234 4.67521 -0.24 -1.03 -1.21 -0.18
N 5.14271 2.57695 5.11672 -2.21 -1.57 2.29 -0.01
C 4.63559 1.22745 5.53352 1.22 0.71 -0.44 -0.16
C 5.52103 0.67475 6.62458 -0.05 0.69 0.36 -0.25
O 6.77170 0.29094 6.15597 0.61 -0.55 -1.58 -0.20
C 7.67738 0.14410 7.19839 1.39 -0.41 -0.19 -0.14
H 2.40174 1.75707 1.37286 0.59 -0.38 -0.06 0.08
H 3.26278 0.49749 2.33740 0.16 0.43 -0.95 0.09
H 3.94864 1.15707 0.74373 0.27 0.01 0.48 0.08
H 2.66156 1.97551 3.86304 -0.05 -0.30 0.22 0.11
H 2.44988 3.53587 3.13552 0.64 -0.16 0.17 0.12
H 3.35734 3.52379 5.49344 -0.15 0.12 0.26 0.09
H 4.48689 4.35750 4.46516 0.16 1.17 -0.53 0.11
H 5.86476 2.48844 4.48312 1.57 -0.14 -1.77 0.08
H 4.35586 0.54273 4.72382 0.67 -0.13 -0.16 0.11
H 3.70676 1.39250 5.99967 -1.27 0.48 0.76 0.07
H 5.03453 -0.16112 7.18735 0.24 0.55 -0.16 0.13
H 5.76962 1.56214 7.24199 -0.90 -0.44 0.47 0.12
H 8.65977 -0.28286 6.81744 -1.22 0.67 0.23 0.11
H 7.26031 -0.59965 7.86957 0.14 -0.02 0.75 0.08
H 7.87264 1.11861 7.69934 -0.12 -0.57 -0.05 0.10